Formula: C8H8HgN2O3
Source: the Open Molecules 2025 dataset
Level of theory: wB97M-V/def2-TZVPD

```
22
Properties=species:S:1:pos:R:3:forces:R:3
O -0.001636 1.672191 -5.443397 0.0 -1.5 2.2
C -0.001653 1.042239 -4.498510 0.0 1.4 -1.8
Hg -0.003087 -0.463858 -1.978022 0.0 1.6 -0.4
C 1.656589 -1.406072 -2.523125 9.8 -4.6 -3.4
C -1.663622 -1.403386 -2.523755 -9.8 -4.5 -3.4
O 2.671854 -1.913403 -2.839698 -6.5 3.1 2.1
O -2.679205 -1.909187 -2.841170 6.5 3.1 2.1
C 0.007636 2.477020 2.622712 0.0 1.5 1.5
C 0.004180 1.346503 1.766014 0.0 -2.7 -0.8
C 0.000604 -0.004700 2.127338 0.0 -1.0 0.0
C -0.001366 -0.812291 0.966901 0.0 4.3 1.3
N 0.000013 0.064895 -0.056375 0.0 2.2 1.2
N 0.003456 1.382295 0.430287 0.0 -2.0 -0.3
C -0.005466 -2.235573 0.828309 0.0 -1.8 0.4
H -0.880093 2.440854 3.270367 0.3 0.2 -0.1
H 0.896495 2.436444 3.269906 -0.3 0.2 -0.1
H 0.009892 3.399974 2.060121 0.0 0.3 0.1
H 0.000487 -0.415823 3.134275 0.0 0.4 -0.2
H 0.005667 2.167715 -0.209119 0.0 -0.1 0.3
H 0.885148 -2.657564 1.322542 -0.4 0.0 -0.2
H -0.898713 -2.652791 1.323652 0.4 0.0 -0.2
H -0.007180 -2.555481 -0.209247 0.0 -0.3 -0.2
```
Positions in Å, forces in eV/Å.

Output
Charge: +2
Highest occupied orbital energy in eV: -16.62
DFT total energy in eV: -21702.4462